(1)
ORCA calculation (ωB97M-V/def2-TZVPD) on 2 unconnected molecules or ions with the total composition C3HNO5 at a distorted geometry.

XYZ file:
```
10
Properties=species:S:1:pos:R:3:nbo_charge:R:1
C 1.336 -0.999 0.903 1.01
C -0.064 1.400 0.453 0.76
C -0.701 0.306 0.159 -0.50
N -0.918 -0.069 -1.284 0.56
O -0.312 0.533 -2.123 -0.38
O 1.261 -1.577 -0.108 -0.51
O 0.417 2.357 0.791 -0.35
O -1.650 -0.998 -1.509 -0.36
O 1.551 -0.425 1.869 -0.51
H -0.919 -0.529 0.850 0.28
```

ΔE to the lowest compared entry with this formula, charge and spin: 109.9 kcal per mole
Gap between HOMO and LUMO: 0.3763 Eh
LUMO: -0.01959 Eh
HOMO: -10.77 eV


(2)
ORCA calculation (ωB97M-V/def2-TZVPD) on a molecular structure, C3HO2S at a distorted geometry.

XYZ file:
```
7
Properties=species:S:1:pos:R:3:nbo_charge:R:1
C -1.351 0.292 0.538 -0.44
C -0.242 0.330 -0.130 -0.20
C 1.391 -0.666 -0.383 0.93
O 1.143 -1.741 -0.823 -0.66
O 2.260 0.047 -0.027 -0.66
S -1.411 1.713 -0.546 -0.16
H -1.790 0.025 1.371 0.19
```

ΔE to the lowest compared entry with this formula, charge and spin: 9.7 kcal per mole
Charge: -1
Gap between HOMO and LUMO: 0.2483 Eh
LUMO: 0.13617 Eh
HOMO: -3.05 eV


(3)
ORCA calculation (ωB97M-V/def2-TZVPD) on 2 unconnected molecules or ions with the total composition C3HO3 at a distorted geometry.

XYZ file:
```
7
Properties=species:S:1:pos:R:3:nbo_charge:R:1
C 1.014 -0.014 -0.810 0.40
C -1.521 -0.478 1.545 1.01
C 0.364 0.423 -1.803 -0.87
O -1.644 -1.649 1.655 -0.54
O -1.021 0.579 1.422 -0.48
O 2.015 -0.378 -0.149 -0.73
H 0.793 1.517 -1.862 0.20
```

ΔE to the lowest compared entry with this formula, charge and spin: 48.4 kcal per mole
Charge: -1
Gap between HOMO and LUMO: 0.2141 Eh
LUMO: 0.12063 Eh
HOMO: -2.54 eV


(4)
ORCA calculation (ωB97M-V/def2-TZVPD) on C3HO3 in the gas phase at a distorted geometry.

XYZ file:
```
7
Properties=species:S:1:pos:R:3:nbo_charge:R:1
O -1.065 -0.638 -0.227 -0.48
C -0.664 -1.243 0.875 0.73
C -0.254 0.357 -0.773 -0.23
O -0.331 -0.730 1.886 -0.50
O 1.958 0.816 0.226 -0.40
C 0.879 0.756 -0.213 0.64
H -0.522 0.682 -1.774 0.25
```

Gap between HOMO and LUMO (spin up / spin down): 0.3297 / 0.2990 Eh
LUMO (spin up / spin down): -0.00244 / -0.04743 Eh
2S+1: 2
Expectation value of S²: 0.758
HOMO (spin up / spin down): -9.04 / -9.43 eV


(5)
ORCA calculation (ωB97M-V/def2-TZVPD) on a molecular structure, C3HO3S at a distorted geometry.

XYZ file:
```
8
Properties=species:S:1:pos:R:3:nbo_charge:R:1
C -0.318 0.016 -0.036 -0.31
C -3.775 0.601 0.108 0.39
C -0.480 -1.459 0.207 0.71
O -3.823 -0.515 -0.252 -0.55
O -1.027 -2.249 -0.545 -0.69
O 0.017 -1.437 1.358 -0.68
S -1.457 1.115 0.274 -0.05
H 0.776 0.179 -0.250 0.19
```

ΔE to the lowest compared entry with this formula, charge and spin: 33.3 kcal per mole
Charge: -1
Gap between HOMO and LUMO: 0.2804 Eh
LUMO: 0.13870 Eh
HOMO: -3.86 eV


(6)
ORCA calculation (ωB97M-V/def2-TZVPD) on a molecular structure, C3HO3S at a distorted geometry.

XYZ file:
```
8
Properties=species:S:1:pos:R:3:nbo_charge:R:1
C -1.844 -0.513 0.519 0.61
C 2.602 0.722 0.333 1.04
C -1.666 -0.637 -0.744 -0.63
O 3.260 0.578 -0.562 -0.52
O -1.752 -0.585 1.707 -0.58
O 1.992 0.920 1.318 -0.53
S -0.333 0.642 -1.007 -0.61
H -2.260 -1.128 -1.564 0.22
```

ΔE to the lowest compared entry with this formula, charge and spin: 19.2 kcal per mole
Charge: -1
Gap between HOMO and LUMO: 0.2159 Eh
LUMO: 0.12972 Eh
HOMO: -2.34 eV


(7)
ORCA calculation (ωB97M-V/def2-TZVPD) on a molecular structure, C3HO3Tl at a distorted geometry.

XYZ file:
```
8
Properties=species:S:1:pos:R:3:mulliken_charge:R:1
C 1.332 0.568 -1.243 0.21
C 1.618 0.256 -0.082 0.14
O 0.851 1.279 -2.287 -0.43
H 1.535 1.578 -2.902 0.45
O -0.097 1.528 1.731 -0.09
C -0.782 2.097 0.958 0.83
O -0.957 2.519 -0.137 -0.30
Tl -1.069 2.201 -2.047 1.19
```

ΔE to the lowest compared entry with this formula, charge and spin: 95.3 kcal per mole
Charge: +2
Gap between HOMO and LUMO (spin up / spin down): 0.2892 / 0.1939 Eh
LUMO (spin up / spin down): -0.43585 / -0.54698 Eh
HOMO (spin up / spin down): -19.73 / -20.16 eV


(8)
ORCA calculation (ωB97M-V/def2-TZVPD) on a molecular structure, C3HOYb at a distorted geometry.

XYZ file:
```
6
Properties=species:S:1:pos:R:3:nbo_charge:R:1
O -0.811 -1.012 0.412 -0.80
C 0.166 -0.447 -0.012 0.60
C 1.031 0.585 0.262 -0.18
C 0.848 1.492 -0.578 0.14
H 0.766 2.385 -1.184 0.29
Yb -1.999 -3.002 1.100 1.96
```

ΔE to the lowest compared entry with this formula, charge and spin: 0.0 kcal per mole
Charge: +2
Gap between HOMO and LUMO (spin up / spin down): 0.1963 / 0.3085 Eh
LUMO (spin up / spin down): -0.38896 / -0.38980 Eh
2S+1: 2
Expectation value of S²: 0.770
HOMO (spin up / spin down): -15.93 / -19.00 eV